22
Properties=species:S:1:pos:R:3:nbo_charge:R:1 method="wB97M-V/def2-TZVPD" charge=+1 relative_energy_kj_mol=176.2 spin_multiplicity=1
C 2.6187 -0.4703 -1.0061 -0.08
C 0.7046 -1.2573 0.2237 0.46
C 2.9608 0.7363 -0.5591 -0.24
C -0.6292 0.5493 -0.8928 0.34
C 0.2807 -2.4335 1.0824 -0.70
C -2.5517 1.3557 0.5976 -0.65
C -1.7268 1.6304 -0.7144 -0.46
N 1.7802 -1.3253 -0.4452 -0.38
N -0.2853 -0.1931 0.0806 -0.50
Cl 2.1506 1.3322 0.9032 -0.02
H 3.2709 -0.8149 -1.7844 0.24
H 3.8661 1.1431 -1.0915 0.26
H -0.0701 0.5017 -1.9032 0.26
H -0.4269 -2.3364 2.0050 0.25
H 1.1621 -2.9813 1.4368 0.28
H -0.4100 -3.0182 0.5671 0.25
H -2.0930 1.5803 1.5627 0.23
H -2.8151 0.2805 0.7335 0.21
H -3.4764 1.8811 0.6111 0.26
H -1.0452 2.4753 -0.7637 0.27
H -2.4027 1.5204 -1.5697 0.27
H -0.8624 -0.1561 0.9264 0.44

15
Properties=species:S:1:pos:R:3:nbo_charge:R:1 method="wB97M-V/def2-TZVPD" charge=0 relative_energy_kj_mol=384.1 spin_multiplicity=1
C 0.1653 -1.1148 -1.1812 -0.71
C 0.5137 -0.5081 0.1425 0.50
N 1.3392 0.7269 0.0810 -0.86
N 0.4106 -1.0050 1.3170 -0.66
H 1.9818 0.8065 -0.7074 0.40
H 1.7780 0.8689 0.9894 0.42
H -0.2090 -1.8151 1.3174 0.36
H 0.1321 -0.3736 -1.9802 0.23
H 0.9010 -1.8889 -1.4375 0.24
H -0.8193 -1.5782 -1.1208 0.25
C -1.2844 1.2870 0.1579 -0.27
N -1.9762 0.9394 1.1687 -0.67
H -1.3804 0.4013 1.8252 0.31
H -1.8539 1.8212 -0.6286 0.12
H 0.3014 1.4324 0.0565 0.34

18
Properties=species:S:1:pos:R:3:nbo_charge:R:1 method="wB97M-V/def2-TZVPD" charge=0 spin_multiplicity=1
C -0.3682 0.3339 -0.7966 0.55
C 0.3577 -0.9098 -0.8612 -0.75
C -0.7672 0.7609 0.6316 0.31
C -2.2945 0.7178 0.5948 0.45
N -0.4282 2.0927 1.0706 -0.83
O -0.5093 1.0959 -1.7485 -0.49
O -2.5898 -1.5526 -0.6843 -0.89
O -3.2484 -1.6122 1.7861 -0.84
F -0.3638 -0.1965 1.4997 -0.33
F -2.8687 1.3732 1.5964 -0.30
F -2.6600 1.2305 -0.5859 -0.30
S -3.1374 -0.9281 0.5046 1.99
Cl -4.9093 -0.2503 -0.0855 -0.15
H 1.4041 -0.8890 -0.6316 0.26
H -0.1452 -1.7731 -0.3243 0.26
H 0.1928 -1.1732 -1.9884 0.25
H -1.2903 2.7003 1.2377 0.40
H 0.2363 2.6556 0.4797 0.40

100
Properties=species:S:1:pos:R:3:lowdin_charge:R:1 method="wB97M-V/def2-TZVPD" charge=-1 relative_energy_kj_mol=0.0 spin_multiplicity=1
Ti 0.0243 -0.5084 -0.5703 1.01
O -0.0957 -1.7765 -2.0054 -0.19
C 0.3497 -1.9330 -3.2242 -0.31
C -0.3135 -2.8017 -4.1058 0.00
C 0.1361 -2.9712 -5.3967 -0.08
C 1.2668 -2.2952 -5.8607 -0.11
C 1.9346 -1.4517 -4.9992 -0.05
C 1.4940 -1.2548 -3.6887 -0.14
C 2.2666 -0.3979 -2.8118 -0.09
N 1.9366 -0.0556 -1.6322 -0.05
C 2.8415 0.8369 -0.8968 -0.17
C 2.2649 1.0483 0.5043 -0.24
N 0.8125 1.0284 0.4253 -0.14
C 0.2343 2.3234 0.7148 -0.27
C -1.9414 2.6441 -0.4276 -0.17
C -2.7573 3.7677 -0.5317 -0.03
C -3.4946 4.0188 -1.6819 -0.11
C -3.4022 3.1433 -2.7551 -0.10
C -2.5865 2.0264 -2.6735 -0.01
C -1.8566 1.7580 -1.5172 -0.31
O -1.0910 0.6830 -1.4388 -0.18
H -1.1824 -3.3307 -3.7332 0.11
H -0.3931 -3.6475 -6.0578 0.10
H 1.6179 -2.4404 -6.8737 0.09
H 2.8283 -0.9302 -5.3283 0.11
H 3.2090 -0.0235 -3.2261 0.14
H 2.8948 1.7881 -1.4298 0.11
H 3.8499 0.4185 -0.8559 0.10
H 2.6379 1.9969 0.9104 0.12
H 2.6228 0.2583 1.1638 0.06
H 0.5515 2.5859 1.7286 0.13
H -2.8107 4.4574 0.3030 0.11
H -4.1279 4.8953 -1.7393 0.09
H -3.9717 3.3264 -3.6584 0.09
H -2.5093 1.3207 -3.4913 0.12
C -3.1640 -0.0186 3.1892 -0.08
N -1.8556 0.3648 2.7269 -0.21
C -0.8311 -0.6433 2.8751 -0.20
C -1.0767 -1.8816 2.0362 -0.26
N -1.2292 -1.5895 0.6064 -0.10
C -2.0718 -2.4837 -0.0452 -0.19
C -3.0779 -2.0533 -0.9221 -0.15
F -3.3372 -0.7509 -1.0648 0.12
C -3.8711 -2.9247 -1.6460 -0.14
F -4.8112 -2.4454 -2.4726 0.11
C -3.7334 -4.2902 -1.4921 -0.15
F -4.5103 -5.1397 -2.1784 0.10
C -2.7979 -4.7588 -0.5924 -0.14
F -2.6471 -6.0795 -0.4161 0.10
C -1.9984 -3.8732 0.1066 -0.15
F -1.0909 -4.4110 0.9367 0.08
C -1.4635 1.6983 3.1094 -0.19
C -1.8181 2.7092 2.0210 -0.15
N -1.2179 2.3510 0.7482 -0.02
C 0.7466 3.5341 -0.1179 0.01
C 0.9329 3.5900 -1.4937 -0.15
F 0.7785 2.5184 -2.2694 0.13
C 1.3074 4.7534 -2.1498 -0.13
F 1.4770 4.7515 -3.4746 0.12
C 1.5081 5.9174 -1.4402 -0.14
F 1.8669 7.0398 -2.0659 0.12
C 1.3366 5.9048 -0.0706 -0.14
F 1.5323 7.0233 0.6369 0.11
C 0.9638 4.7304 0.5548 -0.14
F 0.8064 4.7948 1.8901 0.09
H -3.1841 -0.2639 4.2684 0.09
H -3.8696 0.7959 3.0152 0.08
H -3.5319 -0.8833 2.6355 0.08
H 0.1171 -0.2021 2.5620 0.10
H -0.7181 -0.9760 3.9261 0.12
H -0.2523 -2.5700 2.2325 0.05
H -1.9859 -2.3805 2.3925 0.11
H -0.3864 1.7150 3.2907 0.11
H -1.9329 2.0180 4.0534 0.12
H -1.5417 3.7202 2.3601 0.12
H -2.8994 2.6995 1.8779 0.12
Ge 1.9721 -2.3817 0.4344 0.96
C 2.2761 -3.6732 -1.0577 -0.34
C 3.2116 -3.5170 -2.0802 -0.13
C 3.2805 -4.3967 -3.1565 -0.10
C 2.4030 -5.4651 -3.2408 -0.11
C 1.4644 -5.6487 -2.2322 -0.10
C 1.4089 -4.7673 -1.1626 -0.13
C 3.7898 -1.9801 1.1879 -0.36
C 4.9361 -1.6517 0.4584 -0.14
C 6.1288 -1.2949 1.0782 -0.11
C 6.2097 -1.2436 2.4618 -0.12
C 5.0858 -1.5613 3.2137 -0.11
C 3.9042 -1.9249 2.5821 -0.15
H 1.5717 -3.4069 1.5509 -0.03
H 3.9023 -2.6811 -2.0656 0.07
H 4.0138 -4.2331 -3.9387 0.10
H 2.4455 -6.1454 -4.0834 0.09
H 0.7701 -6.4806 -2.2801 0.10
H 0.6744 -4.9350 -0.3840 0.07
H 4.9177 -1.6783 -0.6245 0.07
H 6.9983 -1.0571 0.4749 0.09
H 7.1366 -0.9633 2.9482 0.09
H 5.1316 -1.5315 4.2969 0.09
H 3.0413 -2.1808 3.1901 0.08

216
Properties=species:S:1:pos:R:3:lowdin_charge:R:1 method="wB97M-V/def2-TZVPD" charge=0 relative_energy_kj_mol=706.2 spin_multiplicity=1
C 3.9536 -5.2837 0.4727 -0.10
O 5.0245 -4.4536 0.9010 -0.22
C 6.3604 -4.9527 0.8017 -0.22
C 7.3179 -4.4735 1.8994 -0.18
N 7.7615 -3.0642 1.6115 -0.05
C 8.9944 -2.7412 2.3214 -0.23
C 9.2450 -1.2014 2.4217 -0.23
O 8.1955 -0.6115 3.1783 -0.19
C 8.4506 0.7444 3.4634 -0.11
H 3.1009 -4.6121 0.3731 0.08
H 3.8144 -6.0901 1.1926 0.09
H 4.2830 -5.6272 -0.5079 0.08
H 6.7823 -4.7583 -0.1844 0.12
H 6.3613 -6.0170 1.0370 0.11
H 8.1605 -5.1632 1.9491 0.12
H 6.7655 -4.4510 2.8388 0.12
H 7.1202 -2.4747 2.1227 0.09
H 9.8623 -3.3054 1.9802 0.12
H 8.9698 -2.9357 3.3936 0.11
H 9.2912 -0.8359 1.3958 0.12
H 10.2517 -1.0530 2.8123 0.11
H 9.5006 0.8629 3.7308 0.08
H 7.7911 1.1532 4.2289 0.09
H 8.2525 1.3293 2.5652 0.09
C 0.8887 -3.1121 -15.8032 -0.13
O 0.7310 -3.1665 -14.3999 -0.21
C 2.0689 -3.1017 -13.7584 -0.16
C 1.6706 -2.8707 -12.2602 -0.22
N 1.0655 -1.5470 -12.0175 -0.07
C 0.4937 -1.5610 -10.6469 -0.19
C 0.3229 -0.1215 -10.1018 -0.20
O 1.4755 0.1079 -9.2496 -0.20
C 1.5510 1.4921 -8.8495 -0.11
H -0.0839 -2.9139 -16.2538 0.08
H 1.1055 -4.1167 -16.1664 0.08
H 1.6370 -2.3624 -16.0602 0.09
H 2.7656 -2.3273 -14.0792 0.12
H 2.5749 -4.0621 -13.8567 0.11
H 2.5697 -2.8934 -11.6445 0.11
H 0.9970 -3.6704 -11.9521 0.11
H 0.4534 -1.3613 -12.7991 0.10
H 1.0872 -2.1962 -9.9894 0.11
H -0.4969 -2.0099 -10.7203 0.11
H -0.6481 0.0145 -9.6255 0.11
H 0.3332 0.5753 -10.9399 0.11
H 1.8068 2.2071 -9.6314 0.08
H 2.2915 1.5780 -8.0542 0.08
H 0.5420 1.8257 -8.6073 0.08
C 3.3641 10.5585 -7.1124 -0.10
O 4.0208 9.8427 -6.0684 -0.20
C 4.6022 10.5491 -5.0084 -0.22
C 4.8739 9.6843 -3.7717 -0.19
N 3.7424 9.0030 -3.0817 -0.07
C 3.1449 7.9250 -3.8106 -0.21
C 2.4804 7.0038 -2.7039 -0.18
O 1.1382 7.4880 -2.6771 -0.24
C 0.0237 6.6017 -2.6514 -0.09
H 4.0114 11.1139 -7.7911 0.08
H 2.6380 11.2857 -6.7489 0.08
H 2.7964 9.9009 -7.7707 0.08
H 3.9406 11.3966 -4.8292 0.12
H 5.5774 10.9138 -5.3308 0.12
H 5.3751 10.2551 -2.9901 0.11
H 5.5921 8.8815 -3.9389 0.11
H 3.0299 9.7117 -3.1827 0.10
H 3.8995 7.3554 -4.3529 0.11
H 2.3864 8.2687 -4.5139 0.12
H 2.9222 6.9124 -1.7116 0.12
H 2.4790 5.9975 -3.1228 0.10
H -0.9063 7.1624 -2.7456 0.09
H 0.0148 6.0081 -1.7373 0.08
H 0.2235 5.8958 -3.4576 0.08
C 5.7241 3.9988 17.0992 -0.06
O 6.0222 3.4337 15.7876 -0.22
C 4.9340 3.0221 15.0541 -0.25
C 5.5050 2.6669 13.6378 -0.18
N 4.4043 2.2914 12.7215 -0.08
C 4.8783 2.0276 11.3687 -0.22
C 3.7531 1.7233 10.3907 -0.18
O 2.9667 0.5030 10.6661 -0.19
C 1.6129 0.6468 10.3143 -0.14
H 4.7965 4.5245 16.8726 0.08
H 6.5785 4.5619 17.4747 0.08
H 5.5604 3.2697 17.8926 0.08
H 4.2364 3.8593 15.0292 0.11
H 4.4791 2.1792 15.5742 0.13
H 6.2881 1.9154 13.7371 0.12
H 6.0150 3.5518 13.2570 0.11
H 3.7936 3.0926 12.6489 0.10
H 5.6865 1.3075 11.4958 0.12
H 5.4164 2.9206 11.0508 0.11
H 4.0900 1.5841 9.3634 0.11
H 3.1433 2.6099 10.2166 0.11
H 1.1078 -0.2531 10.6654 0.09
H 1.6014 0.7475 9.2290 0.08
H 1.0365 1.5036 10.6629 0.08
C -3.7013 -0.2778 -3.7016 -0.11
O -2.9324 -0.0474 -2.5365 -0.19
C -1.9628 -1.0233 -2.2452 -0.24
C -1.5062 -1.1919 -0.7839 -0.22
N -0.8311 -0.0046 -0.3205 -0.04
C -0.5203 -0.2395 1.0833 -0.21
C 0.7898 -0.9982 1.4079 -0.23
O 0.7471 -1.2543 2.7900 -0.19
C 1.8827 -1.9481 3.3040 -0.09
H -3.9772 0.6604 -4.1830 0.08
H -4.6406 -0.7868 -3.4856 0.08
H -3.1534 -0.9246 -4.3869 0.08
H -1.1203 -0.7607 -2.8850 0.12
H -2.2289 -1.9620 -2.7313 0.11
H -0.8298 -2.0465 -0.8004 0.11
H -2.4060 -1.5254 -0.2670 0.13
H 0.0583 0.0549 -0.7954 0.11
H -1.3213 -0.7681 1.6002 0.11
H -0.4674 0.7105 1.6151 0.11
H 1.6728 -0.4170 1.1424 0.13
H 0.7018 -1.8901 0.7874 0.11
H 2.7299 -1.3068 3.0608 0.08
H 2.0956 -2.8709 2.7644 0.08
H 1.8792 -2.1045 4.3827 0.09
C -7.1945 -8.8795 1.1293 -0.13
O -6.7164 -7.6489 0.6197 -0.19
C -7.6464 -6.5644 0.7770 -0.20
C -7.7581 -5.8526 -0.5652 -0.19
N -8.3593 -6.6883 -1.6163 -0.08
C -8.4263 -6.0801 -2.8961 -0.24
C -7.2013 -6.3659 -3.7982 -0.20
O -7.0907 -7.7960 -3.9890 -0.16
C -5.9296 -7.9697 -4.7856 -0.14
H -8.0513 -9.3959 0.6965 0.08
H -7.4168 -8.8074 2.1940 0.08
H -6.3398 -9.5420 0.9926 0.09
H -7.3530 -5.8920 1.5832 0.12
H -8.6161 -7.0178 0.9827 0.11
H -6.7647 -5.5848 -0.9253 0.12
H -8.5031 -5.0686 -0.4296 0.12
H -7.7831 -7.4832 -1.8536 0.09
H -8.5838 -5.0113 -2.7515 0.12
H -9.3844 -6.4334 -3.2773 0.11
H -6.3680 -5.7628 -3.4377 0.12
H -7.4200 -5.9625 -4.7869 0.12
H -5.9838 -7.7167 -5.8445 0.09
H -5.6247 -9.0154 -4.7445 0.08
H -5.0267 -7.4789 -4.4224 0.08
C -3.0919 -3.5159 4.7861 -0.07
O -4.1393 -2.9895 5.6845 -0.22
C -4.1849 -1.5463 5.7583 -0.21
C -4.7755 -1.1059 7.1463 -0.17
N -4.5181 0.2837 7.6799 -0.06
C -5.2561 1.2847 6.8898 -0.21
C -5.1318 2.6942 7.4522 -0.21
O -5.9233 2.8035 8.6386 -0.19
C -5.8256 4.0101 9.2439 -0.17
H -2.8836 -4.5701 4.9688 0.08
H -2.1407 -3.0139 4.9628 0.07
H -3.4102 -3.2275 3.7843 0.08
H -4.6148 -1.1833 4.8248 0.11
H -3.1739 -1.1494 5.6669 0.10
H -4.3136 -1.7123 7.9254 0.11
H -5.8391 -1.3446 7.1486 0.10
H -4.7001 0.2815 8.6734 0.10
H -6.3032 1.0065 6.7706 0.12
H -4.7451 1.4855 5.9482 0.12
H -5.4952 3.4668 6.7746 0.12
H -4.1059 2.9469 7.7199 0.12
H -6.2035 4.8275 8.6297 0.09
H -4.8060 4.2971 9.5009 0.09
H -6.4343 3.9429 10.1456 0.09
C -6.2702 3.9079 -0.2762 -0.81
O -7.0365 4.6804 0.2817 0.02
N -6.5782 3.3569 -1.4106 0.14
N -5.0744 3.6015 0.0666 0.18
H -7.4931 3.5274 -1.8031 0.12
H -5.9739 2.7961 -1.9940 0.10
H -4.7328 2.9418 -0.6177 0.11
H -4.6253 3.9705 0.8926 0.13
C 3.6470 -1.7435 -3.9792 -0.79
O 2.9697 -0.9017 -3.4221 0.03
N 3.9268 -1.6818 -5.2152 0.16
N 4.1019 -2.9028 -3.4448 0.16
H 4.4091 -2.3689 -5.7768 0.12
H 3.3066 -1.0403 -5.6885 0.13
H 4.1740 -2.9595 -2.4390 0.11
H 4.6025 -3.4234 -4.1508 0.09
C 6.0038 -4.6616 10.4633 -0.82
O 4.9172 -5.0815 10.7004 0.07
N 6.2129 -3.6050 9.7615 0.15
N 7.1839 -5.2039 10.7404 0.15
H 7.1196 -3.2520 9.4907 0.11
H 5.3662 -3.1268 9.4884 0.13
H 7.9655 -4.6996 10.3467 0.10
H 7.2425 -6.0124 11.3428 0.12
C -8.0985 -2.7201 -10.0452 -0.74
O -8.1963 -1.6569 -9.3997 0.00
N -7.0954 -2.9633 -10.8664 0.14
N -8.8322 -3.8158 -9.9401 0.15
H -7.0145 -3.8408 -11.3599 0.11
H -6.6567 -2.0920 -11.1281 0.12
H -8.7703 -4.6928 -10.4372 0.11
H -9.6333 -3.6510 -9.3476 0.11
C -4.7530 3.5957 -11.2013 -0.84
O -4.4352 2.4636 -11.4814 0.03
N -4.4107 4.6525 -11.8654 0.17
N -5.5982 3.8063 -10.2670 0.17
H -4.8023 5.5249 -11.5405 0.11
H -3.6604 4.5006 -12.5242 0.13
H -6.0969 3.0927 -9.7550 0.13
H -5.7683 4.7759 -10.0410 0.11
C -0.8017 4.9467 4.4847 -0.84
O -1.9544 4.9554 4.1716 0.05
N 0.0578 5.7715 4.1056 0.17
N -0.3157 4.1465 5.4321 0.15
H 0.9703 5.9113 4.5152 0.12
H -0.2891 6.4647 3.4581 0.13
H 0.5748 4.3788 5.8482 0.10
H -0.9979 3.5011 5.8036 0.11

In the order shown, the computed HOMO-LUMO gap values come out to 7.6 7.4 10.7 6.5 8.8 eV.
In the order shown, the computed electronic energy values come out to -22947.1066 -7723.5934 -43369.8678 -165603.2757 -121116.4171 eV.
In the order shown, the computed F_max values come out to 0.067 0.053 0.099 0.008 0.160 hartree/bohr.